{
  "formula": "C3H10N2O3",
  "method": "ωB97M-V/def2-TZVPD",
  "elements": ["C", "C", "C", "N", "N", "O", "O", "O", "H", "H", "H", "H", "H", "H", "H", "H", "H", "H"],
  "positions_angstrom": [[0.162807, -0.649289, 0.247492], [0.843332, 0.544935, -0.151245], [-0.623504, -0.765665, 1.513138], [-0.768352, 1.236851, -0.841312], [-1.152591, 0.867033, -2.142710], [-0.071077, -1.550135, -0.731325], [2.014441, -0.970361, 0.685907], [1.110137, 1.507335, 0.788848], [-0.328876, -2.391061, -0.328961], [2.332465, -0.424757, 1.420995], [0.797618, 2.337928, 0.396198], [-1.566360, 1.099469, -0.221055], [1.414279, 0.527835, -1.071199], [-0.457274, 1.189684, -2.808192], [-1.258341, -0.143813, -2.262931], [-0.412722, 0.071706, 2.176112], [-0.339831, -1.686270, 2.028255], [-1.696149, -0.801424, 1.301985]],
  "forces_ev_per_a": [[2.9, -1.2, 0.8], [-4.4, 2.2, -1.8], [0.1, 0.0, 0.1], [1.8, 0.3, 0.2], [-0.1, -0.3, 0.0], [0.3, 0.6, 0.6], [-0.9, -0.8, 0.2], [0.2, -0.5, -0.1], [0.0, 0.1, 0.0], [-0.3, -0.1, 0.0], [0.0, -0.1, 0.0], [0.3, -0.1, -0.1], [0.0, -0.2, 0.1], [-0.1, 0.0, 0.2], [0.2, 0.2, 0.1], [0.0, 0.0, -0.1], [0.0, 0.0, -0.1], [0.1, 0.0, -0.1]]
}

{
  "formula": "C3H10N2O3",
  "method": "ωB97M-V/def2-TZVPD",
  "elements": ["C", "C", "O", "H", "H", "H", "H", "H", "H", "C", "N", "N", "O", "O", "H", "H", "H", "H"],
  "positions_angstrom": [[-1.281205, -0.055521, 1.329475], [-1.438710, 0.242883, -1.617237], [-0.664098, -0.466160, -0.649390], [-2.465848, -0.113855, -1.536949], [-1.109544, -0.551624, 2.272555], [-1.098932, 1.010045, 1.310356], [-2.222040, -0.356726, 0.884812], [-1.392362, 1.318481, -1.436017], [-1.051271, 0.016751, -2.613055], [0.752188, -0.017255, -0.596540], [1.299094, 0.525247, 1.973821], [1.499293, -1.018669, -1.234824], [0.681756, -0.449818, 1.175408], [1.020062, 1.172840, -0.716781], [2.207828, 0.142390, 2.227195], [1.447704, 1.328354, 1.350652], [2.481578, -0.783444, -1.260722], [1.334505, -1.943919, -0.862759]],
  "forces_ev_per_a": [[1.0, 0.1, 0.9], [0.3, -0.1, 0.1], [0.7, 0.2, -0.3], [0.1, 0.0, 0.0], [0.0, 0.2, 0.2], [0.0, -0.1, 0.1], [0.3, -0.2, -0.5], [0.0, 0.0, 0.0], [-0.1, 0.1, 0.0], [-0.9, 0.2, -0.9], [-0.4, -0.2, -0.3], [0.1, 0.0, 0.4], [-0.9, 0.3, -0.2], [-0.1, -0.5, 0.5], [-0.1, 0.0, 0.0], [0.1, -0.1, 0.0], [0.0, 0.0, 0.1], [0.0, 0.0, 0.0]]
}

{
  "formula": "C3H10N2O3",
  "method": "ωB97M-V/def2-TZVPD",
  "elements": ["O", "C", "N", "C", "O", "C", "N", "H", "H", "H", "H", "H", "H", "H", "H", "H", "H", "O"],
  "positions_angstrom": [[-2.516638, 0.854774, -0.503851], [-1.884520, -0.153464, -0.053196], [-1.730313, -1.397540, -0.543427], [3.266098, 0.314031, -0.154641], [2.001040, 0.631977, 0.099750], [-1.023944, 0.068184, 1.162494], [-0.438736, 1.423482, 1.135936], [-2.359948, -1.392984, -1.367453], [3.584645, -0.662552, 0.316043], [3.923751, 1.123040, 0.384766], [3.424498, 0.274534, -1.274271], [-1.554461, -0.042088, 2.137843], [-0.257597, -0.742312, 1.220417], [-0.915424, 2.090031, 0.499309], [0.599311, 1.388185, 1.030052], [0.151479, -1.456934, -1.057593], [1.617584, -0.887706, -0.556372], [1.118559, -1.642414, -0.996930]],
  "forces_ev_per_a": [[0.9, -2.0, 0.5], [-0.8, 1.0, -0.3], [-1.6, 1.2, 0.0], [1.6, 1.0, -0.5], [-1.5, -0.7, 0.5], [1.9, 1.3, 0.6], [0.1, -1.4, -0.7], [0.7, -0.2, -0.2], [-0.2, 0.6, -0.1], [-0.4, -1.2, -0.9], [0.5, 0.2, 1.1], [-0.4, -0.1, -0.7], [-0.1, 0.9, -0.1], [0.1, -0.7, 0.7], [-0.6, 0.3, 0.2], [0.7, -0.1, 0.3], [-1.6, -0.9, -0.7], [0.6, 0.6, 0.3]]
}

{
  "formula": "C3H10N2O7S3",
  "method": "ωB97M-V/def2-TZVPD",
  "elements": ["C", "C", "C", "N", "N", "O", "O", "O", "O", "O", "O", "O", "S", "S", "S", "H", "H", "H", "H", "H", "H", "H", "H", "H", "H"],
  "positions_angstrom": [[-2.226791, 0.545938, -1.566856], [0.839506, -2.757815, -0.245195], [2.485460, 1.992025, 1.118711], [-1.751014, -0.049338, 1.054528], [0.610188, 0.030475, -0.255864], [-4.136854, 0.246476, 0.290087], [-2.938919, -1.811648, -0.427673], [2.557513, -1.067832, -1.173874], [2.215103, -1.064165, 1.244988], [1.025241, 2.266018, -1.063239], [-0.147950, 2.096339, 1.041426], [-0.645808, -0.645601, 1.047865], [-2.911898, -0.363116, -0.212262], [1.659201, -1.181309, -0.048532], [0.934090, 1.655628, 0.215268], [-2.603688, 1.505094, -1.720649], [-1.161537, 0.671619, -1.422237], [-2.438470, 0.046625, -2.517779], [0.976687, -3.158747, -1.210621], [1.327305, -3.417317, 0.451754], [-0.184278, -2.495812, -0.153441], [3.364534, 2.099357, 0.454573], [2.313633, 2.841892, 1.701575], [2.601211, 1.138146, 1.853665], [-1.762470, 0.877070, 1.543790]],
  "forces_ev_per_a": [[0.7, -1.3, -0.8], [0.1, 1.3, 0.3], [0.2, -3.2, 0.0], [-0.2, 0.7, 0.2], [-1.7, 0.9, 1.0], [1.8, -0.3, -0.7], [1.0, 2.5, 0.0], [-0.1, 0.2, 0.2], [0.4, -0.4, 1.9], [0.4, 0.4, -0.8], [-0.4, -0.5, 0.7], [0.1, 0.0, 0.1], [-2.6, -1.4, 0.9], [2.7, -1.0, -2.5], [0.9, 0.5, -0.7], [-1.2, 1.6, 0.6], [0.2, -0.4, -0.1], [0.2, -0.5, 0.4], [0.5, 0.1, -1.3], [-0.4, -0.1, 0.7], [-1.1, -0.7, 0.8], [-0.8, -0.3, 0.2], [-0.5, 1.6, 0.5], [0.1, 0.9, -1.0], [-0.2, -0.7, -0.6]]
}

How do the records compare in energy? In the order shown, they have -12391.4317 -12390.7362 -12387.9835 -53084.6624 eV.
How do the records compare in energy relative to the best compared isomer or geometry (same formula, charge and spin)? In the order shown, they have 5.3034 5.9989 8.7516 0.2592 eV.